2 unconnected molecules or ions with the total composition C6H9NO in a non-equilibrium geometry. Source: OMol25; level of theory: wB97M-V/def2-TZVPD.

The molecular weight is 111.14 g mol⁻¹. Its energy above the lowest of the compared OMol25 structures with the same formula, charge and spin is 29.7 kcal/mol. The calculation puts the lowest unoccupied orbital energy at 0.032 Ha. Its orbital gap is 0.3350 Eh. Its total energy is -363.97686 a.u. As for the structure (SMILES): C=Cc1cc[nH]c1.O.

Last column: Mulliken charge in e.
Geometry (Å):
C1 -1.017 -0.536 2.530  -0.89
C2 -1.419 -0.029 1.366  -0.13
C3 -0.588 0.522 0.300  1.02
C4 0.835 0.399 0.214  -0.88
C5 1.238 1.022 -0.905  -0.43
N1 0.119 1.391 -1.633  -0.08
C6 -1.016 1.122 -0.873  -0.89
H1 -1.761 -0.879 3.235  0.27
H2 -0.018 -0.391 2.915  0.24
H3 -2.438 -0.148 0.996  0.24
H4 1.346 -0.022 1.061  0.49
H5 2.155 1.404 -1.334  0.40
H6 0.013 1.435 -2.635  0.25
H7 -1.992 1.325 -1.266  0.40
O1 1.353 -2.791 -0.819  -0.65
H8 1.506 -3.255 -0.013  0.31
H9 1.437 -1.876 -0.562  0.33



C4H6NO2P in the gas phase in a non-equilibrium geometry. Source: OMol25; level of theory: wB97M-V/def2-TZVPD.

The molecular weight is 131.07 g mol⁻¹. Its energy above the lowest of the compared OMol25 structures with the same formula, charge and spin is 125.9 kcal/mol. The calculation puts the lowest unoccupied orbital energy (alpha / beta) at -0.031 / -0.037 Ha. Its orbital gap (alpha / beta) is 0.2774 / 0.2910 Eh. Its total energy is -702.43577 a.u.

Last column: Mulliken charge in e.
Geometry (Å):
C1 2.090 0.826 -0.577  0.23
C2 0.965 1.317 -1.080  -0.78
C3 -2.244 -0.115 -0.118  -0.02
C4 0.905 -0.802 0.691  -0.35
N1 -2.317 -0.562 1.032  -0.47
O1 2.132 -0.252 0.199  -0.34
O2 0.112 -1.512 -0.260  -0.32
P1 -0.973 -0.686 -1.233  0.07
H1 3.130 1.290 -0.549  0.32
H2 0.741 2.078 -1.729  0.34
H3 -3.047 0.475 -0.569  0.41
H4 1.204 -1.587 1.301  0.28
H5 0.403 -0.051 1.303  0.41
H6 -3.101 -0.419 1.589  0.22



total energy of number 1 (C6H9NO)?
-363.97686 a.u.



Copy entry 1 word for word.
2 unconnected molecules or ions with the total composition C6H9NO in a non-equilibrium geometry. Source: OMol25; level of theory: wB97M-V/def2-TZVPD.

The molecular weight is 111.14 g mol⁻¹. Its energy above the lowest of the compared OMol25 structures with the same formula, charge and spin is 29.7 kcal/mol. The calculation puts the lowest unoccupied orbital energy at 0.032 Ha. Its orbital gap is 0.3350 Eh. Its total energy is -363.97686 a.u. As for the structure (SMILES): C=Cc1cc[nH]c1.O.

Last column: Mulliken charge in e.
Geometry (Å):
C1 -1.017 -0.536 2.530  -0.89
C2 -1.419 -0.029 1.366  -0.13
C3 -0.588 0.522 0.300  1.02
C4 0.835 0.399 0.214  -0.88
C5 1.238 1.022 -0.905  -0.43
N1 0.119 1.391 -1.633  -0.08
C6 -1.016 1.122 -0.873  -0.89
H1 -1.761 -0.879 3.235  0.27
H2 -0.018 -0.391 2.915  0.24
H3 -2.438 -0.148 0.996  0.24
H4 1.346 -0.022 1.061  0.49
H5 2.155 1.404 -1.334  0.40
H6 0.013 1.435 -2.635  0.25
H7 -1.992 1.325 -1.266  0.40
O1 1.353 -2.791 -0.819  -0.65
H8 1.506 -3.255 -0.013  0.31
H9 1.437 -1.876 -0.562  0.33